[1]
21
Properties=species:S:1:pos:R:3:forces:R:3:lowdin_charge:R:1 method="wB97M-V/def2-TZVPD" multiplicity=2 charge=+2 lumo_ev="-7.789 / -13.144" homo_lumo_gap_ev="11.668 / 6.312"
C 1.23379 0.36131 2.10650 -0.9 1.2 -1.9 0.014
C 0.67897 0.07371 0.61733 -1.5 2.4 4.0 -0.391
C 0.54239 1.15046 -0.45131 1.6 0.5 -1.9 -0.112
C 0.07369 0.40077 -1.87166 -1.3 -0.5 3.3 -0.325
S 0.57154 -1.39804 -1.98611 -0.3 1.7 -0.4 1.176
N -0.62674 -0.63393 0.93367 -0.3 -3.2 0.5 0.125
H 0.68200 1.24446 2.50342 0.3 -1.0 0.3 0.109
H 1.30873 -0.54828 2.75570 -0.4 0.8 -0.6 0.118
H 2.21614 0.69781 1.91476 1.3 0.4 0.3 0.075
H 1.28448 -0.69052 0.30373 1.6 -1.9 -1.2 0.065
H 1.49602 1.63120 -0.81738 -0.2 -1.1 1.1 0.142
H 0.01073 2.13397 -0.27301 -0.5 -1.7 0.0 0.157
H -1.02477 0.26241 -1.67536 0.8 0.5 -1.5 0.094
H 0.49128 1.06760 -2.61693 -0.4 -0.4 -0.8 0.109
H 1.88937 -1.27473 -1.79360 0.5 0.0 -0.2 -0.023
H -1.56626 -0.10448 1.26978 1.7 -0.1 -1.0 0.164
H -0.72287 -1.37925 0.10386 -0.9 1.8 2.8 0.153
H -0.30911 -1.17744 1.85964 -1.4 0.9 -2.6 0.206
H -2.09218 1.98722 2.22132 0.3 1.1 0.6 0.047
H -3.50415 1.27380 2.11372 2.4 -0.1 -0.5 0.148
O -2.51125 1.22062 1.87091 -2.5 -1.4 -0.2 -0.052

---

[2]
22
Properties=species:S:1:pos:R:3:forces:R:3:lowdin_charge:R:1 method="wB97M-V/def2-TZVPD" charge=+1 lumo_ev=-3.357 homo_lumo_gap_ev=9.126
C -1.29423 -2.55132 1.74821 0.4 -0.2 0.2 -0.258
O -1.01133 -2.67666 3.11773 -0.3 0.1 -0.1 -0.018
C -1.29108 -1.09316 1.32767 -0.4 0.0 0.4 -0.147
N -1.73217 -0.95809 -0.09823 0.2 0.8 0.1 0.175
H -2.26339 -3.01978 1.58524 -0.1 0.0 0.0 0.135
H -0.54733 -3.08332 1.14062 -0.1 -0.1 0.0 0.131
H -0.15655 -2.28724 3.31945 0.2 -0.1 0.1 0.101
H -1.97094 -0.48333 1.91966 -0.1 -0.1 0.1 0.145
H -0.29933 -0.66990 1.45864 0.1 0.1 -0.4 0.115
H -2.74742 -1.04116 -0.18044 0.1 -0.4 -0.1 0.178
H -1.24751 -1.61147 -0.71433 -0.2 0.0 -0.1 0.165
H -1.49744 0.00613 -0.40744 0.2 -0.2 0.0 0.031
C 2.08253 -0.35518 -1.06215 0.1 0.4 -0.2 -0.442
S 1.02909 0.73320 -2.08273 -0.1 -0.1 0.2 0.464
S -0.08312 1.78927 -0.70122 0.1 0.0 -0.3 0.440
C 1.10484 2.81600 0.20209 -0.4 0.0 0.2 -0.415
H 2.85794 0.27231 -0.62948 0.0 -0.2 0.3 0.031
H 1.51740 -0.89378 -0.30715 0.0 0.1 0.1 0.008
H 2.57029 -1.08148 -1.71127 -0.1 0.1 -0.2 0.042
H 1.60436 3.52852 -0.44758 0.2 -0.3 -0.2 0.049
H 0.52297 3.41040 0.90943 -0.1 -0.2 0.1 0.043
H 1.75944 2.14428 0.74582 0.3 0.3 0.0 0.027

---

[3]
21
Properties=species:S:1:pos:R:3:forces:R:3:lowdin_charge:R:1 method="wB97M-V/def2-TZVPD" charge=+1 lumo_ev=-4.202 homo_lumo_gap_ev=6.006
C -1.97434 -0.10304 -1.53331 -0.2 -0.7 2.7 -0.179
C 0.38206 2.10436 -1.05317 -3.4 2.3 4.6 -0.131
C -1.89387 1.35616 1.49449 0.3 -0.3 -4.3 -0.121
C 1.11875 -2.01587 0.90969 -0.9 -1.9 0.1 -0.277
N 2.56692 -2.33676 0.27615 -2.4 1.6 1.7 0.130
O 0.68514 -0.74738 0.49563 -0.4 1.8 -1.5 -0.221
Si -1.09110 1.08351 -0.29992 -0.1 -1.1 0.1 1.014
H -3.05790 0.10297 -1.54118 0.4 0.5 -0.5 0.036
H -1.47471 -0.06003 -2.49715 -0.3 -0.4 0.0 0.029
H -2.03648 -1.15370 -1.01033 0.8 1.7 -1.2 0.092
H 1.19539 1.55895 -0.78934 2.8 -1.6 -0.1 -0.032
H 0.13370 2.28893 -2.01909 -0.1 0.2 -3.1 -0.006
H 0.49531 3.12094 -0.50680 -0.3 -1.6 -0.8 0.094
H -2.88114 1.78116 1.19352 0.6 -0.4 1.0 0.060
H -1.80684 0.36697 1.87649 -0.7 -0.8 0.6 0.023
H -1.19268 1.98655 1.93945 0.6 1.4 1.2 0.001
H 1.21906 -1.97860 1.99735 0.9 0.0 -0.1 0.043
H 2.74064 -3.24609 0.65176 0.7 -0.5 0.7 0.123
H 2.36747 -2.50035 -0.69781 0.6 0.8 -0.5 0.129
H 3.15747 -1.56544 0.63911 0.6 -1.0 -1.2 0.147
H 1.34715 -0.04324 0.47448 0.6 0.1 0.6 0.046

---

Across the entries above, energy takes the values -688.19797, -1086.91526, -579.88117 a.u., respectively.